1.
97
Properties=species:S:1:pos:R:3:mulliken_charge:R:1 method="wB97M-V/def2-TZVPD" energy_ev=-86978.7536 fmax_ev_per_a=4.39 charge=+2 mol_weight_g_mol=712.62 homo_energy_ev=-15.7
C -12.5954 -14.7101 -8.8922 -0.791
C -12.5141 -15.3443 -10.2132 0.456
O -13.3493 -15.9580 -10.7018 -0.396
N -11.1562 -15.4862 -10.8330 0.281
H -10.4333 -15.4445 -10.0742 -0.123
H -11.1019 -16.4437 -11.2120 0.403
C -10.9801 -14.4473 -11.8564 -0.738
H -13.3193 -13.9004 -8.8933 0.443
H -11.6361 -14.3693 -8.5115 0.211
H -12.9544 -15.4954 -8.2268 0.235
H -10.0054 -14.5540 -12.3018 0.224
H -11.0981 -13.4928 -11.3580 0.351
H -11.7888 -14.5954 -12.5631 0.406
C -4.3800 -16.5984 -7.5898 -0.469
C -4.5093 -17.8460 -8.3504 0.460
O -4.6104 -17.9409 -9.4982 -0.502
N -4.3825 -19.1177 -7.5908 0.337
H -5.1806 -19.2212 -6.9243 0.081
H -4.5436 -19.8337 -8.3217 0.487
C -3.0199 -19.3589 -7.0144 -0.802
H -4.6211 -15.7919 -8.2708 -0.134
H -3.3234 -16.4545 -7.3086 0.569
H -4.9027 -16.5095 -6.6395 0.002
H -2.9945 -20.4040 -6.7459 0.365
H -2.9132 -18.7170 -6.1521 0.321
H -2.3118 -19.1065 -7.7933 0.359
C -5.3970 -14.3942 -13.5090 -0.889
N -5.1378 -15.2793 -12.3486 0.230
C -4.8433 -14.4145 -11.2106 -0.838
C -6.3602 -16.0513 -12.0852 -1.191
C -3.9687 -16.2055 -12.5847 -0.231
C -4.2240 -17.3554 -13.5177 -0.654
O -4.6685 -16.8279 -14.7982 -0.503
H -6.2350 -13.7593 -13.2353 0.369
H -5.7295 -14.9709 -14.3711 0.382
H -4.4826 -13.8960 -13.8098 0.376
H -5.7608 -13.8914 -10.9681 0.446
H -4.0315 -13.7494 -11.4685 0.427
H -4.6031 -15.0539 -10.3693 0.115
H -6.5848 -16.6983 -12.9235 0.484
H -7.2223 -15.3876 -11.9977 0.443
H -6.2534 -16.5712 -11.1357 0.280
H -3.7471 -16.5937 -11.5916 0.207
H -3.1402 -15.6139 -12.9684 0.400
H -4.9621 -18.0704 -13.1281 0.341
H -3.2971 -17.9308 -13.6336 0.461
H -4.5355 -17.4959 -15.4820 0.324
C -6.0666 -14.4990 -4.8942 -0.669
C -6.7767 -13.9040 -3.7128 -0.976
C -8.2956 -13.7877 -3.8929 -0.612
C -8.9328 -15.1340 -4.1516 -0.969
N -10.2168 -15.2804 -3.4012 0.854
C -11.0855 -14.0634 -3.5802 -0.536
C -12.4854 -14.5904 -3.7299 -0.757
C -12.2803 -15.8731 -4.5182 -0.429
C -10.9956 -16.4376 -3.9475 -0.494
C -9.9587 -15.4543 -1.9467 -1.043
C -9.1210 -16.6712 -1.6147 -0.066
C -9.2237 -17.0058 -0.1202 -1.531
H -6.2613 -13.9827 -5.8353 0.193
H -6.4006 -15.5369 -5.0427 0.014
H -4.9894 -14.5694 -4.7336 0.540
H -6.3697 -12.8978 -3.5973 0.411
H -6.5492 -14.5282 -2.8467 0.263
H -8.5066 -13.1379 -4.7455 0.437
H -8.6604 -13.2794 -3.0004 0.439
H -8.2767 -15.9215 -3.8073 0.355
H -9.1718 -15.2972 -5.1952 0.287
H -11.0227 -13.3715 -2.7588 0.213
H -10.8533 -13.6851 -4.5743 0.396
H -12.9673 -14.7643 -2.7635 0.337
H -13.1380 -13.8779 -4.2366 0.459
H -13.0541 -16.6305 -4.4088 0.474
H -12.1672 -15.6994 -5.5919 -0.060
H -11.1922 -17.1408 -3.1416 0.493
H -10.4122 -16.9817 -4.6739 0.226
H -10.9371 -15.5408 -1.4724 0.510
H -9.4373 -14.5587 -1.6245 0.514
H -8.0731 -16.4839 -1.8589 0.218
H -9.4190 -17.5499 -2.1946 0.350
H -9.2737 -16.0892 0.4792 0.358
H -8.3884 -17.6140 0.2099 0.420
H -10.1269 -17.5715 0.1231 0.370
P -8.3062 -15.3014 -8.4199 1.479
F -8.1259 -14.1874 -7.3217 -0.362
F -6.8591 -15.0894 -9.1156 -0.442
F -7.6546 -16.4293 -7.5531 -0.405
F -8.6907 -16.3762 -9.6641 -0.488
F -9.7742 -15.6826 -7.7948 -0.293
F -8.9734 -14.1285 -9.3917 -0.407
P -6.8338 -19.7710 -5.0115 1.193
F -6.7646 -20.1835 -3.4774 -0.348
F -5.4514 -20.6023 -5.3432 -0.398
F -7.7398 -21.0283 -5.3824 -0.388
F -6.8332 -19.3534 -6.6032 -0.432
F -8.1398 -18.8863 -4.7817 -0.365
F -5.9451 -18.4486 -4.7389 -0.348

=====

2.
86
Properties=species:S:1:pos:R:3:mulliken_charge:R:1 method="wB97M-V/def2-TZVPD" energy_ev=-40458.4915 fmax_ev_per_a=3.34 mol_weight_g_mol=457.70 e_above_lowest_kcal_mol=0.00 smiles=CC1(C)CCCC(C)(C)N1O.CC1(C)CCCC(C)(C)N1O.COC[C@H](C)N.O.O.O homo_energy_ev=-8.5
C 9.2891 9.4393 18.4944 -1.904
C 8.3015 10.0361 17.4933 1.543
C 6.9582 10.3287 18.1944 -1.880
C 8.8451 11.3164 16.8840 -0.976
C 8.2418 11.7610 15.6034 -0.923
C 8.1092 10.6418 14.5868 -0.922
C 7.4560 9.3421 15.1026 1.620
C 5.9065 9.5193 15.1608 -1.689
C 7.7749 8.1891 14.1530 -1.851
N 8.1672 9.0446 16.3851 0.673
O 7.4299 7.9541 16.8918 -0.661
H 9.6490 10.1928 19.1710 0.456
H 8.8485 8.6821 19.0777 0.451
H 10.1460 9.1122 17.9274 0.215
H 6.3503 9.4251 18.3255 0.309
H 7.1925 10.6319 19.1853 0.588
H 6.3672 11.1149 17.7278 0.320
H 8.7912 12.1229 17.6100 0.450
H 9.9549 11.2049 16.7903 0.318
H 7.2203 12.1212 15.7578 0.298
H 8.6863 12.5806 15.1299 0.526
H 9.1550 10.3867 14.2709 -0.011
H 7.6143 10.9265 13.6464 0.488
H 5.5960 10.5497 15.3245 0.336
H 5.4363 8.8945 15.9413 0.263
H 5.5087 9.2303 14.1602 0.455
H 7.3783 8.4520 13.1731 0.508
H 7.4472 7.2411 14.5634 0.415
H 8.8275 8.1565 13.9609 0.221
H 7.9787 7.1598 16.6257 0.307
C 10.6695 11.2024 9.5169 -1.799
C 12.1747 11.0675 9.9078 1.799
C 12.2936 11.5118 11.3774 -1.925
C 12.5759 9.5426 9.9132 -1.426
C 12.8444 9.0302 8.5375 -0.769
C 13.8918 9.8588 7.9090 -1.336
C 13.4863 11.2718 7.7323 1.700
C 14.6971 11.9886 7.1759 -1.930
C 12.3368 11.4521 6.6672 -1.640
N 13.1798 11.8201 9.0549 0.130
O 12.7725 13.1212 8.9740 -0.485
H 10.1463 10.8152 10.3631 0.510
H 10.3674 12.2542 9.4112 0.383
H 10.3849 10.7036 8.6244 0.335
H 13.2984 11.2880 11.7123 0.427
H 11.9876 12.4895 11.5956 0.528
H 11.5863 10.9390 11.9749 0.310
H 13.4583 9.3873 10.5098 0.464
H 11.7924 9.0298 10.4525 0.474
H 13.1379 7.9756 8.6284 0.322
H 11.9984 9.1551 7.9094 0.362
H 14.0410 9.4519 6.9279 0.498
H 14.8045 9.7199 8.5001 0.363
H 14.4497 13.0158 6.8188 0.352
H 15.1416 11.3688 6.3954 0.414
H 15.5430 12.0630 7.9048 0.430
H 12.6670 11.3115 5.6290 0.416
H 11.9777 12.4818 6.8595 0.381
H 11.5956 10.6999 6.7930 0.337
H 13.3835 13.5122 9.5405 0.369
C 13.9550 5.4448 11.4780 -0.943
O 13.9333 6.1499 12.7274 -0.135
C 15.1512 6.0108 13.4093 -1.101
C 14.9637 6.4558 14.8100 0.630
C 16.3560 6.3504 15.5454 -1.378
N 14.0569 5.5672 15.4344 -0.682
H 13.0337 5.6320 10.9893 0.283
H 13.9868 4.3785 11.5887 0.398
H 14.7963 5.7763 10.8319 0.310
H 15.4934 4.9547 13.3488 0.398
H 15.8843 6.5206 12.8164 0.441
H 14.7009 7.4763 14.8221 0.245
H 16.3521 6.8929 16.4963 0.388
H 17.1643 6.7127 14.8837 0.319
H 16.5039 5.2431 15.6529 0.364
H 13.1662 5.6949 15.0134 0.221
H 13.9881 5.8923 16.4373 0.293
O 10.8240 9.0165 15.6258 -0.669
H 9.8876 8.9907 15.9485 0.464
H 11.4256 8.8892 16.3542 0.232
O 8.9185 5.5246 16.3461 -0.613
H 9.5205 5.6088 15.5673 0.300
H 8.9446 4.6090 16.6049 0.264
O 11.0434 6.5923 14.1815 -0.613
H 11.0792 7.4367 14.6074 0.519
H 11.8464 6.5186 13.6472 0.127

=====

The calculation returns the following gap between HOMO and LUMO values, one per record and in order: 11.2 9.0 eV.